(1)
Here is the molecule C5H3N from the OMol25 dataset. Energies are from ωB97M-V with the def2-TZVPD basis set.

For the largest force on an atom, the calculation gives 0.0698 Eh/bohr. As for the HOMO energy: -10.4 eV. Its electronic energy is -6717.52514 eV. The calculation puts the energy above the lowest of the compared OMol25 structures with the same formula, charge and spin at 308.6 kJ/mol.

Atoms and positions in Å:
C  -0.12735  0.71285  0.45175
C  -1.39601  0.91673  0.03792
C  -2.59849  0.66102  -0.27503
C  0.79231  0.06506  -0.48917
C  0.50170  -1.29603  0.00720
N  0.18192  -2.32493  0.40626
H  0.08292  0.57688  1.55373
H  0.72532  0.28380  -1.53914
H  1.83768  0.40462  -0.15351

Atomic partial charges in e from the Löwdin method, atoms 1 to 6:
1. C -0.1102
2. C -0.2310
3. C 0.1157
4. C -0.1563
5. C -0.2319
6. N 0.1867

=====

(2)
Here is a cluster of 2 separate species, C5H3N in total from the OMol25 dataset. Energies are from ωB97M-V with the def2-TZVPD basis set.

For the largest force on an atom, the calculation gives 0.0761 Eh/bohr. As for the HOMO energy (spin up / spin down): -8.6 / -8.6 eV. Its electronic energy is -6711.53864 eV. The calculation puts the energy above the lowest of the compared OMol25 structures with the same formula, charge and spin at 886.2 kJ/mol.

Atoms and positions in Å:
C  0.85491  1.39164  -0.12789
C  -0.31819  1.04837  0.35081
C  -0.35102  -0.52831  -0.42636
C  1.07462  -0.03722  -0.72609
C  -1.24501  0.12212  0.73274
N  -1.53753  -0.85573  -0.30430
H  1.21834  0.07023  -1.83759
H  1.76023  -0.59629  -0.23030
H  -1.45635  -0.61482  2.56899

Atomic partial charges in e from the Löwdin method, atoms 1 to 6:
1. C -0.0106
2. C -0.1272
3. C -0.1847
4. C -0.0935
5. C -0.1686
6. N 0.1897

=====

Please write out number 1 again, unchanged.
Here is the molecule C5H3N from the OMol25 dataset. Energies are from ωB97M-V with the def2-TZVPD basis set.

For the largest force on an atom, the calculation gives 0.0698 Eh/bohr. As for the HOMO energy: -10.4 eV. Its electronic energy is -6717.52514 eV. The calculation puts the energy above the lowest of the compared OMol25 structures with the same formula, charge and spin at 308.6 kJ/mol.

Atoms and positions in Å:
C  -0.12735  0.71285  0.45175
C  -1.39601  0.91673  0.03792
C  -2.59849  0.66102  -0.27503
C  0.79231  0.06506  -0.48917
C  0.50170  -1.29603  0.00720
N  0.18192  -2.32493  0.40626
H  0.08292  0.57688  1.55373
H  0.72532  0.28380  -1.53914
H  1.83768  0.40462  -0.15351

Atomic partial charges in e from the Löwdin method, atoms 1 to 6:
1. C -0.1102
2. C -0.2310
3. C 0.1157
4. C -0.1563
5. C -0.2319
6. N 0.1867

=====

- The highest electronic energy belongs to which entry?
  number 2